<A>
13
Properties=species:S:1:pos:R:3 method="wB97M-V/def2-TZVPD" gap_ev=6.66 charge=-1 lumo_ev=4.51 multiplicity=1
H 1.555 -0.460 1.031
H 0.886 2.273 1.076
H 2.382 0.760 0.136
H -0.227 1.643 -0.029
H -2.612 -2.078 -0.672
C 0.386 1.350 0.826
H -2.649 -1.017 0.745
O 0.857 -0.306 -0.899
C 1.372 0.257 0.175
H -1.104 -1.509 -0.119
H -2.053 -0.420 -0.951
C -2.151 -1.198 -0.200
H -0.152 0.765 1.562

<B>
13
Properties=species:S:1:pos:R:3 method="wB97M-V/def2-TZVPD" gap_ev=6.61 charge=-1 lumo_ev=4.54 multiplicity=1
H -0.677 -2.614 -0.978
C -0.114 2.323 -0.121
C 0.164 -2.854 -0.401
H 0.662 3.014 0.152
C 0.233 0.834 -0.052
H -0.895 2.579 0.572
H 0.028 0.565 -1.111
H -0.273 -3.360 0.435
H 0.632 -1.904 -0.089
H -0.578 2.684 -1.092
H 1.365 0.822 -0.109
H 0.806 -3.355 -1.158
O -0.346 -0.031 0.852

<C>
13
Properties=species:S:1:pos:R:3 method="wB97M-V/def2-TZVPD" gap_ev=5.72 charge=-1 lumo_ev=3.64 multiplicity=1
C -2.826 1.153 -1.149
H 2.478 -0.900 2.209
H -1.953 1.764 -0.896
H -3.174 0.871 -0.175
H 1.722 0.695 1.545
H 3.135 -0.036 0.777
O 1.981 -2.123 -0.563
H 0.527 -1.546 0.867
H 0.798 -0.350 -0.558
H -2.614 0.340 -1.793
H -3.637 1.589 -1.702
C 2.181 -0.287 1.242
C 1.382 -1.170 0.196

The data favor <A>; the next most stable structure lies 0.185 eV above it.